{"formula": "C60H36BBrI4N8OSc", "method": "ωB97M-V/def2-TZVPD", "elements": ["Sc", "I", "C", "C", "C", "C", "C", "C", "C", "C", "C", "C", "C", "C", "C", "C", "C", "C", "I", "C", "C", "C", "N", "C", "C", "C", "C", "C", "C", "I", "C", "C", "C", "C", "C", "C", "N", "C", "C", "C", "C", "C", "N", "C", "C", "C", "C", "I", "C", "C", "C", "C", "N", "H", "H", "H", "H", "H", "H", "H", "H", "H", "H", "H", "H", "H", "H", "H", "H", "H", "H", "H", "H", "H", "H", "H", "H", "Br", "C", "C", "C", "C", "C", "C", "N", "N", "C", "C", "C", "C", "O", "C", "N", "C", "C", "C", "C", "H", "H", "H", "H", "H", "H", "H", "H", "H", "B", "C", "N", "H", "H", "H"], "xyz": [[11.58271, 15.24945, 14.68392], [11.34769, 6.34771, 9.66015], [11.25275, 8.40222, 10.38582], [12.46021, 9.15943, 10.52179], [12.43534, 10.41580, 11.11952], [11.28736, 10.93502, 11.66596], [10.10066, 10.16681, 11.58999], [10.10111, 8.90853, 10.96703], [11.29100, 12.16438, 12.57655], [11.69248, 11.96715, 13.88220], [12.28438, 10.73934, 14.39116], [12.54682, 10.99965, 15.68530], [12.17326, 12.31576, 15.96598], [12.15420, 12.97224, 17.22893], [13.09154, 12.43410, 18.29698], [12.92738, 11.28975, 19.14246], [13.76696, 11.03945, 20.21066], [14.78691, 11.94102, 20.54864], [16.11679, 11.36248, 22.14490], [15.01145, 13.00884, 19.76213], [14.20035, 13.28155, 18.64694], [11.43779, 14.10212, 17.49412], [10.78443, 14.92353, 16.60253], [9.94105, 15.69036, 17.28765], [9.24727, 16.85354, 16.87806], [8.57747, 17.69685, 17.94304], [7.19032, 17.62707, 18.02839], [6.44576, 18.47017, 18.90299], [7.17221, 19.37255, 19.65423], [6.00907, 20.80567, 20.53971], [8.56071, 19.35901, 19.68960], [9.28472, 18.60394, 18.79407], [9.07826, 17.20324, 15.51577], [8.26148, 18.28688, 15.01992], [8.25038, 18.07073, 13.69972], [9.20807, 17.04024, 13.34499], [9.67483, 16.50615, 14.48107], [9.40830, 16.64073, 12.04245], [10.02398, 15.39289, 11.73373], [10.06479, 14.77070, 10.46954], [10.49812, 13.47285, 10.64572], [10.73010, 13.28991, 12.07948], [10.62107, 14.57479, 12.65949], [9.06731, 17.49172, 10.86927], [8.12386, 17.06494, 9.87901], [7.83620, 17.76583, 8.74938], [8.45569, 18.97115, 8.50667], [8.24365, 20.05704, 6.70869], [9.41620, 19.40710, 9.37714], [9.70467, 18.67567, 10.51383], [9.94029, 15.28814, 18.63194], [10.94811, 14.36926, 18.81677], [11.62613, 12.88967, 14.83680], [13.44252, 8.78816, 10.11646], [13.33693, 10.89143, 11.29528], [9.28801, 10.62077, 12.09629], [9.11749, 8.41622, 10.87521], [12.39774, 9.88307, 13.80186], [12.90515, 10.33240, 16.49563], [12.00956, 10.70699, 18.96115], [13.55195, 10.04107, 20.71631], [15.81277, 13.70490, 20.07086], [14.32397, 14.20224, 18.18608], [6.61744, 17.00036, 17.34913], [5.37018, 18.56499, 18.85401], [9.10798, 20.06718, 20.33839], [10.39259, 18.53878, 18.77383], [7.76424, 19.01990, 15.68395], [7.64653, 18.58850, 12.90167], [9.70987, 15.26810, 9.55504], [10.60034, 12.79534, 9.80799], [7.61972, 16.14463, 10.09921], [7.09096, 17.34645, 8.06429], [9.93941, 20.34276, 9.12148], [10.38458, 19.06286, 11.31696], [9.36144, 15.80198, 19.40792], [11.34028, 13.92505, 19.72837], [15.66236, 22.59408, 18.22338], [16.32893, 21.38436, 16.97854], [16.20406, 20.05046, 17.19350], [16.93795, 19.14136, 16.41546], [17.61480, 19.56194, 15.24101], [17.62482, 20.92188, 14.97035], [17.10603, 21.81697, 15.89533], [18.48970, 18.67926, 14.40765], [18.13202, 17.47687, 14.09368], [16.98157, 16.80192, 14.37175], [17.02469, 15.72458, 15.22823], [15.87070, 15.15378, 15.64004], [14.62453, 15.42380, 15.07516], [13.51994, 14.74522, 15.34334], [14.58489, 16.50943, 14.17022], [13.30322, 16.71822, 13.59722], [13.31219, 17.72947, 12.81998], [14.38370, 18.58338, 12.53418], [15.64437, 18.27576, 12.90871], [15.77682, 17.18649, 13.80631], [15.63253, 19.71822, 18.07369], [16.86767, 18.07412, 16.56904], [18.13876, 21.29219, 14.08026], [17.14435, 22.94269, 15.79554], [18.03503, 15.36960, 15.49755], [15.84303, 14.35282, 16.34553], [12.30863, 18.08474, 12.37557], [14.02246, 19.38781, 11.84820], [16.54413, 18.85566, 12.62641], [13.20524, 18.30783, 18.12642], [12.56011, 17.66979, 16.89664], [12.09384, 17.27726, 15.93391], [13.12118, 19.57034, 17.98162], [12.57780, 17.83334, 19.05107], [14.27686, 17.87186, 18.32757]], "forces_ev_per_a": [[0.4, 0.1, -0.6], [-0.1, 1.4, 0.3], [1.6, 0.2, 0.6], [-0.2, -1.1, -1.1], [-0.9, -1.4, -0.2], [-1.2, -0.3, 1.0], [2.2, 0.2, -0.5], [-1.4, 0.5, -0.3], [-0.4, -1.6, -1.1], [0.9, -1.1, 0.5], [-0.8, 1.5, -0.3], [1.1, -1.7, 1.8], [-1.3, 1.9, -0.1], [1.7, -1.9, -0.9], [1.2, 0.9, 1.7], [-1.0, 1.4, -1.6], [-0.5, -1.7, 0.5], [-0.2, -2.7, 0.8], [-0.6, 0.4, -0.7], [0.7, 1.9, -0.5], [-1.5, -2.2, 1.1], [-1.1, 0.5, 0.6], [0.4, -1.0, -0.7], [-0.3, 0.7, 0.3], [-0.4, 0.3, -1.4], [-0.1, 0.3, -0.2], [-0.9, 0.7, 0.5], [1.5, -0.3, -1.2], [-0.3, -0.7, -0.2], [-0.2, 0.8, 0.8], [0.8, 1.4, 0.3], [0.0, -2.1, -0.7], [1.2, -0.6, 1.8], [-0.3, -0.2, 0.9], [-1.0, 2.1, -2.4], [-1.2, 0.6, 0.6], [0.4, -0.4, 0.8], [1.2, -0.8, -1.0], [0.8, 0.2, 1.5], [-0.2, -1.0, -1.3], [-1.0, 1.4, -0.3], [0.8, 3.1, -2.0], [-0.8, -0.9, 0.8], [-1.3, 0.0, -2.1], [0.8, -0.4, 2.2], [-1.2, -0.3, -1.1], [0.4, 0.1, -0.8], [-0.2, -0.3, 0.3], [0.6, 1.1, -0.1], [0.8, 0.3, 2.7], [0.6, 0.1, 2.6], [-0.5, 0.8, -0.1], [0.2, 1.0, 1.2], [-1.3, 0.2, 0.5], [1.7, 1.1, 0.1], [-1.1, -0.2, 0.2], [0.8, -0.1, 0.1], [0.2, -1.2, -0.4], [-0.1, 0.4, -1.0], [0.7, -0.1, 0.2], [0.6, 1.7, -0.2], [-0.5, -0.3, -0.5], [0.2, 1.5, -1.2], [0.3, -0.1, 0.1], [0.0, -0.4, 0.0], [-0.5, -0.5, -0.4], [-0.8, 0.5, 0.1], [0.2, -0.7, -0.9], [0.8, -0.4, 1.1], [0.5, -0.6, 0.4], [0.0, -0.3, 0.4], [-0.4, -0.4, -0.2], [0.3, 0.3, 0.2], [-0.2, -0.6, 0.5], [-0.3, -0.1, -1.2], [0.2, -0.5, -0.3], [-0.3, 0.1, -0.2], [-0.3, 0.5, 0.3], [1.4, 0.2, -1.2], [0.3, -1.8, 1.1], [-0.4, 0.1, -1.4], [-0.3, -0.9, 0.8], [0.8, 0.5, -0.1], [-1.2, 1.9, 0.0], [-2.4, -2.2, -0.2], [3.8, 3.3, 0.2], [-1.1, 0.1, 0.8], [2.1, 0.5, -0.6], [-1.8, -1.6, 0.4], [-0.8, 0.2, 0.4], [1.0, 0.8, -0.4], [-1.1, -1.1, -0.6], [2.2, -0.8, 0.8], [-3.2, 1.7, -1.0], [-0.5, 1.0, -1.9], [0.6, 0.7, 0.2], [-1.6, 0.5, 0.0], [0.3, -0.1, -0.7], [0.0, 0.0, 0.5], [-0.1, -0.1, 0.3], [0.3, -1.5, -0.3], [-0.8, 0.2, 0.3], [0.4, -0.5, 0.4], [1.4, -0.9, 0.6], [1.2, -0.4, 0.7], [-0.8, -0.3, 0.1], [-0.7, 1.0, 0.9], [0.9, 0.8, 0.4], [-0.9, -1.2, -1.6], [0.1, -1.0, 0.3], [-0.4, 0.4, 0.3], [1.0, -0.1, -0.2]], "largest_force_ev_per_a": 5.06, "lumo_energy_ev": [0.774, 0.774], "e_tot_ha": -7371.81792, "charge": -1, "gap_ev": [5.822, 5.821], "molar_mass_g_mol": 1528.29}